No. 1
Entry from the Open Molecules 2025 dataset: C6H8CuO6 as an isolated structure in a non-equilibrium geometry (the ωB97M-V functional and the def2-TZVPD basis).

```
21
Properties=species:S:1:pos:R:3:forces:R:3:lowdin_spin:R:1
O 0.330 1.476 2.265 0.9 -0.7 0.5 0.252
C -0.306 1.260 -1.391 0.1 1.0 -0.2 -0.001
C -0.967 1.853 1.999 -0.7 0.5 -0.5 0.024
O -0.179 1.780 -2.474 0.0 -1.2 0.8 0.003
O -1.051 1.860 -0.480 -0.6 0.3 0.6 0.000
C -1.597 1.288 0.733 -0.1 -0.5 -0.3 0.004
H -1.053 2.957 1.944 0.1 -0.3 0.1 0.001
H -1.655 1.530 2.811 0.4 0.0 -0.1 0.015
H -2.661 1.558 0.705 0.2 0.0 0.1 0.000
H -1.531 0.196 0.689 0.1 0.2 0.1 0.000
H 0.963 -3.120 0.368 -0.2 0.3 0.0 0.000
O 1.734 0.656 -0.412 -0.3 -0.4 0.8 0.071
O 0.304 -1.124 0.424 -0.6 -0.4 -0.3 0.036
C 0.471 -2.348 -0.242 -0.2 0.2 -0.2 0.002
C 1.324 -2.019 -1.459 0.2 0.2 -0.3 0.001
O 0.808 -0.761 -1.928 -0.5 -0.6 0.2 0.008
C 0.679 0.151 -0.945 1.5 -0.3 -1.3 0.005
H -0.521 -2.706 -0.568 0.3 0.0 0.1 0.001
H 1.187 -2.736 -2.274 0.2 0.2 0.1 0.000
H 2.385 -1.902 -1.201 -0.2 -0.1 -0.1 0.000
Cu 1.336 0.151 1.439 -0.9 1.6 -0.2 0.579
```
Forces are in eV/Å.

Output
Relative energy (zero: lowest compared OMol25 entry of this formula, charge and spin) ... 1.658 eV
Electronic energy ... -63272.6973 eV
Frontier orbital gap (alpha / beta) ... 9.4682 / 7.3275 eV
E_HOMO (alpha / beta) ... -10.00 / -9.49 eV
Spin multiplicity ... 2

No. 2
Entry from the Open Molecules 2025 dataset: a 5-piece molecular cluster, C7H21NO4 overall in a non-equilibrium geometry (the ωB97M-V functional and the def2-TZVPD basis).

```
33
Properties=species:S:1:pos:R:3:forces:R:3:lowdin_charge:R:1
C 2.436 1.186 1.181 -2.0 -0.4 -1.2 -0.072
C 1.062 1.217 0.341 2.0 5.2 0.9 -0.219
N -1.004 1.490 2.354 -2.3 -1.5 -0.9 0.073
C -0.806 0.271 1.650 -1.1 0.3 0.2 -0.130
C 0.126 0.186 0.718 0.5 -1.6 -1.7 -0.334
C 0.378 -1.094 -0.015 -0.8 -0.3 0.8 -0.086
C -0.664 -1.840 -0.432 0.4 -1.5 0.1 -0.144
C -0.551 -3.337 -0.697 1.6 1.3 -0.4 -0.088
H 2.736 0.166 1.177 1.0 -0.8 -0.1 0.042
H 2.307 1.468 2.221 -0.2 0.2 0.1 0.061
H 3.093 1.863 0.676 0.8 0.1 0.0 0.058
H 1.257 1.333 -0.777 -0.2 -0.6 1.6 0.099
H 0.751 2.331 0.678 -0.2 -2.3 -1.1 0.140
H -0.134 1.790 2.593 2.9 1.7 0.7 0.025
H -1.515 1.400 3.206 -0.5 -0.3 0.4 0.081
H -1.496 -0.560 1.799 0.2 0.3 0.3 0.119
H 1.461 -1.454 -0.016 -1.6 0.1 0.0 0.143
H -1.649 -1.501 -0.698 -0.2 1.0 0.7 0.103
H 0.111 -3.328 -1.529 0.8 -0.7 -1.0 0.065
H -1.344 -3.973 -0.960 -1.8 0.0 -0.4 0.055
H -0.052 -3.891 0.057 0.7 -0.2 1.0 0.051
H 0.047 2.368 -3.399 -0.8 1.2 -1.1 0.010
H 1.548 1.953 -3.325 -1.2 0.0 0.2 0.080
O 0.664 1.882 -2.899 2.1 -0.7 1.0 -0.050
H 0.682 -2.343 3.166 1.6 1.1 1.5 0.016
H 0.263 -2.849 1.925 0.6 -0.5 -3.4 -0.044
O -0.055 -2.733 2.769 -2.3 -0.5 2.0 0.012
H -0.985 0.662 -3.764 0.9 -2.4 -1.0 0.053
H -1.061 -0.957 -3.887 0.8 1.8 -0.6 0.059
O -0.600 -0.143 -4.262 -1.9 0.1 1.5 -0.131
H -1.740 2.709 -0.443 0.7 -0.3 -0.1 -0.005
H -2.666 2.718 0.769 0.3 0.3 -1.2 0.038
O -2.601 3.008 -0.177 -0.8 -0.1 1.3 -0.079
```
Forces are in eV/Å.

Output
Relative energy (zero: lowest compared OMol25 entry of this formula, charge and spin) ... 2.012 eV
Electronic energy ... -17276.8681 eV
SMILES ... C/C=C/C(=C/N)CC.O.O.O.O
Frontier orbital gap ... 8.5326 eV
E_HOMO ... -8.05 eV

No. 3
Entry from the Open Molecules 2025 dataset: a 4-piece molecular cluster, C16H26N2O4S2 overall in a non-equilibrium geometry (the ωB97M-V functional and the def2-TZVPD basis).

```
50
Properties=species:S:1:pos:R:3:forces:R:3:lowdin_charge:R:1
C 2.928 -2.773 -1.875 -0.1 -0.8 -0.5 -0.215
C 3.786 -2.911 -3.158 1.3 -0.7 0.7 -0.221
C 2.953 -3.650 -4.182 -1.3 -0.6 -0.5 -0.221
S 1.191 -3.284 -3.811 1.0 0.6 0.2 0.689
O 0.552 -4.500 -3.341 0.2 0.6 -0.3 -0.331
O 0.639 -2.482 -4.874 -0.3 -0.3 0.2 -0.325
C 1.600 -2.225 -2.370 -0.2 -0.7 -0.6 -0.231
H 3.341 -2.200 -1.048 0.2 0.3 -0.3 0.108
H 2.797 -3.789 -1.489 -0.2 0.1 0.1 0.118
H 4.665 -3.548 -3.002 -0.1 0.1 0.4 0.112
H 4.261 -1.976 -3.455 -0.7 0.2 -0.4 0.116
H 2.921 -4.739 -4.073 0.6 0.1 0.4 0.099
H 3.154 -3.503 -5.241 0.0 0.6 0.1 0.103
H 0.761 -2.336 -1.689 0.0 0.3 0.1 0.094
H 1.748 -1.234 -2.797 -0.4 0.2 0.2 0.103
C 1.490 0.714 0.090 -0.3 0.8 -1.4 -0.179
C 1.623 2.277 -0.140 0.2 -0.8 -0.8 -0.182
C 0.401 2.926 -0.839 0.0 -0.2 1.2 -0.201
S -0.710 1.564 -1.259 0.2 -0.2 -0.6 0.664
O -0.390 1.186 -2.620 -0.1 0.0 0.3 -0.324
O -2.097 1.745 -0.886 0.7 0.3 -0.1 -0.325
C 0.026 0.363 -0.164 -0.5 0.2 1.7 -0.243
H 1.844 0.543 1.100 -0.2 -0.6 0.0 0.105
H 2.130 0.228 -0.644 0.1 -0.2 0.2 0.087
H 2.439 2.369 -0.855 0.3 0.3 0.3 0.103
H 1.899 2.719 0.810 -0.2 0.4 -0.1 0.079
H 0.746 3.463 -1.715 -0.5 -0.1 -0.3 0.101
H -0.139 3.595 -0.170 0.0 0.0 0.0 0.077
H -0.343 -0.601 -0.510 0.7 -0.2 -0.2 0.093
H -0.453 0.491 0.814 -0.4 0.2 -0.2 0.102
N -4.379 -2.134 1.375 0.0 -0.4 0.3 0.002
C -3.993 -0.833 1.485 -0.5 0.3 0.2 -0.128
C -4.500 -0.374 2.684 1.4 1.3 -0.7 -0.131
C -5.148 -1.416 3.326 0.2 -1.2 0.7 -0.127
C -5.043 -2.522 2.510 -0.4 0.2 -0.2 -0.135
H -4.171 -2.751 0.613 0.0 0.0 -0.1 0.143
H -3.457 -0.307 0.711 0.0 -0.1 0.0 0.097
H -4.272 0.609 3.071 -0.3 0.0 0.0 0.087
H -5.411 -1.425 4.372 -0.5 0.0 -0.1 0.092
H -5.462 -3.510 2.605 0.2 0.0 0.0 0.102
N 1.116 3.502 3.255 -0.5 1.0 -1.0 -0.005
C 0.142 2.665 3.714 1.0 -0.4 0.8 -0.153
C -1.065 3.123 3.304 -0.4 0.2 -0.5 -0.097
C -0.818 4.276 2.513 0.0 0.7 -0.5 -0.118
C 0.530 4.518 2.484 0.7 -1.4 1.1 -0.131
H 2.090 3.484 3.485 0.1 -0.2 0.1 0.137
H 0.449 1.855 4.358 -0.3 -0.1 0.0 0.110
H -2.037 2.702 3.499 0.1 -0.1 0.1 0.092
H -1.542 4.882 1.992 -0.1 -0.1 0.1 0.099
H 1.209 5.222 2.036 -0.4 0.3 -0.2 0.107
```
Forces are in eV/Å.

Output
Relative energy (zero: lowest compared OMol25 entry of this formula, charge and spin) ... 2.459 eV
Electronic energy ... -49852.1812 eV
SMILES ... O=S1(=O)CCCC1.O=S1(=O)CCCC1.c1cc[nH]c1.c1cc[nH]c1
Frontier orbital gap ... 8.4161 eV
E_HOMO ... -8.04 eV